Entry from the OMol25 dataset: a 10-piece molecular cluster, C20H63ClN5O13 overall (wB97M-V/def2-TZVPD).

```
! wB97M-V def2-TZVPD RIJCOSX def2/J DEFGRID3
* xyz -1 1
Cl 13.73298 -1.16780 -11.44938
O 12.91967 -0.04396 -11.20935
O 13.13634 -2.35291 -10.78030
O 13.83035 -1.34630 -12.82825
O 14.97555 -1.01143 -10.70272
O 12.61099 -2.76664 -7.73240
H 13.44867 -2.60514 -8.16652
H 12.05752 -3.14889 -8.41342
O 12.72653 1.07516 -8.07425
H 12.70719 0.96531 -9.02493
H 13.47899 1.64460 -7.91373
O 15.99926 -3.83893 -11.75440
H 15.63372 -2.98072 -11.96912
H 15.91024 -3.90665 -10.80375
O 15.09285 2.47814 -11.21224
H 14.45955 2.09850 -11.82136
H 15.74690 1.79063 -11.08662
C 17.20749 -0.58436 -6.17169
C 16.90363 -0.92894 -7.60134
C 18.02493 -1.73621 -8.28502
O 19.03353 -0.94113 -8.90809
C 19.77837 -1.77006 -9.86390
N 15.78316 -1.81898 -7.61616
H 17.33306 -1.54109 -5.66472
H 16.33581 -0.20536 -5.63815
H 18.15270 -0.05009 -6.07563
H 16.59389 -0.00213 -8.08423
H 17.53798 -2.35534 -9.03846
H 18.54057 -2.38922 -7.58091
H 19.08938 -2.10985 -10.63716
H 20.24188 -2.54690 -9.25581
H 20.53417 -1.20704 -10.41151
H 16.13842 -2.75989 -7.70873
H 15.39842 -1.57702 -8.51812
C 8.01562 -1.20954 -10.27856
C 9.10216 -1.84533 -9.38768
C 9.83525 -3.02312 -9.97216
O 10.40999 -3.84681 -8.99513
C 11.15011 -4.90353 -9.55033
N 10.06188 -0.83223 -8.97501
H 8.27945 -0.92764 -11.29790
H 7.69494 -0.36088 -9.67439
H 7.20596 -1.91206 -10.47609
H 8.59307 -2.11229 -8.46157
H 10.60200 -2.78414 -10.70911
H 9.14620 -3.60089 -10.58820
H 12.20440 -4.67238 -9.70247
H 10.83982 -5.14694 -10.56648
H 11.03145 -5.79059 -8.92812
H 10.89874 -0.84292 -9.54039
H 9.61871 0.06941 -9.07857
C 10.21652 4.63506 -12.77211
C 10.38959 3.22109 -12.24021
C 9.00339 2.61390 -11.89907
O 8.23712 3.48782 -11.01659
C 6.79680 3.30420 -11.01599
N 11.09782 2.37304 -13.18541
H 10.75831 4.77084 -13.70813
H 10.69973 5.31092 -12.06653
H 9.13920 4.75644 -12.88488
H 11.05599 3.28089 -11.37973
H 9.10472 1.66020 -11.38111
H 8.48735 2.44419 -12.84406
H 6.48687 3.55116 -12.03141
H 6.43727 4.06253 -10.32045
H 6.45614 2.28504 -10.83331
H 11.59996 1.63700 -12.70980
H 11.80335 2.94225 -13.63074
C 11.41562 -6.41602 -13.22619
C 12.89190 -6.07396 -13.54220
C 13.04228 -4.92065 -14.55758
O 14.39405 -4.72167 -14.80699
C 14.75945 -3.66076 -15.67586
N 13.44491 -5.56534 -12.27513
H 10.84660 -5.48897 -13.15631
H 11.36933 -6.84523 -12.22532
H 10.86948 -7.01929 -13.95138
H 13.31700 -7.01983 -13.87793
H 12.66597 -4.01600 -14.07995
H 12.38053 -5.17977 -15.38404
H 15.46337 -3.04085 -15.12060
H 13.84684 -3.11263 -15.90994
H 15.19381 -4.11804 -16.56486
H 12.87617 -4.75274 -12.08457
H 14.28919 -5.06502 -12.51381
C 7.67292 -4.52408 -13.70091
C 7.95779 -3.13687 -14.19361
C 9.41190 -2.74592 -14.25666
O 9.53766 -1.37460 -14.54751
C 10.79150 -0.84613 -14.43436
N 7.25951 -3.14809 -15.43809
H 7.98256 -4.68075 -12.66762
H 8.27366 -5.25810 -14.23796
H 6.62282 -4.79481 -13.59092
H 7.42092 -2.42098 -13.57121
H 9.91556 -3.34056 -15.01879
H 9.91128 -2.75509 -13.28783
H 11.16714 -0.86747 -13.41136
H 10.98553 0.16766 -14.78461
H 11.56030 -1.37110 -15.00134
H 7.29294 -2.14828 -15.57719
H 6.26158 -3.27844 -15.35303
*
```

Values from the calculation:
* highest occupied orbital energy: -6.3 eV
* energy: -68342.680 eV
* Kohn-Sham gap: 8.73 eV
* LUMO level: 2.47 eV
* strongest force on any atom: 6.01 eV/A